[1]
The following is a quantum chemistry calculation of a molecular structure, C21H20ClN3O3Ti, from OMol25.

Atoms and positions in Å:
Ti 0.677 0.695 -0.406
O 3.946 2.674 -1.856
C 2.818 2.398 -1.395
O 2.308 1.089 -1.379
C 1.859 3.353 -0.793
C 2.150 4.745 -0.890
C 1.155 5.670 -0.667
C -0.055 5.249 -0.195
C -0.248 3.878 -0.002
N 0.653 2.914 -0.314
H 3.146 5.022 -1.118
H 1.342 6.729 -0.920
H -0.953 5.894 0.002
H -1.153 3.482 0.488
C -3.573 0.559 0.070
C -2.336 -0.008 -0.552
O -1.299 0.780 -0.663
N -2.270 -1.296 -0.908
C -1.467 -1.654 -2.089
C -0.101 -2.088 -1.639
C 0.181 -3.470 -1.710
C 1.471 -4.015 -1.520
C 2.502 -3.084 -1.385
C 2.199 -1.753 -1.421
N 0.957 -1.192 -1.455
H -3.392 0.789 1.129
H -4.434 -0.131 0.104
H -3.880 1.448 -0.483
H -3.148 -1.823 -0.691
H -1.357 -0.811 -2.801
H -1.997 -2.430 -2.630
H -0.672 -4.117 -1.573
H 1.707 -5.080 -1.479
H 3.521 -3.388 -1.265
H 2.952 -0.945 -1.469
Cl -1.351 1.098 3.159
C -0.927 -0.532 2.686
C -1.764 -1.516 3.042
C -1.412 -2.854 2.887
C -0.109 -3.189 2.464
C 0.735 -2.176 2.006
C 0.319 -0.835 2.091
C 1.131 0.257 1.552
H -2.772 -1.260 3.389
H -2.171 -3.646 3.119
H 0.183 -4.246 2.360
H 1.646 -2.428 1.499
H 2.241 0.027 1.569
H 1.044 1.220 2.054

For the HOMO-LUMO gap (alpha / beta), the calculation gives 7.3682 / 7.5264 eV. Its lowest unoccupied orbital energy (alpha / beta) is -3.32 / -3.28 eV. Its calculated total energy is -2511.75968 Ha. As for the total charge: +1. The energy above the lowest of the compared OMol25 structures with the same formula, charge and spin is 0.0 kcal/mol. As for the spin multiplicity: 2. The maximum force comes out at 0.0811 Eh/bohr.

[2]
The following is a quantum chemistry calculation of C21H20F3N3O3 in the gas phase, from OMol25.

Atoms and positions in Å:
C -5.507 -0.017 -2.326
N -4.511 -0.196 -1.310
C -4.396 -1.218 -0.438
C -3.308 -0.955 0.367
C -2.737 -1.854 1.427
N -1.291 -1.994 1.408
C -0.769 -2.481 0.136
C 0.710 -2.231 0.086
C 1.237 -1.244 -0.731
C 2.596 -0.971 -0.747
C 3.431 -1.700 0.078
O 4.830 -1.519 0.155
C 5.423 -0.596 -0.562
F 5.301 -0.752 -1.894
F 6.726 -0.609 -0.299
F 4.999 0.662 -0.318
C 2.926 -2.689 0.910
C 1.571 -2.949 0.911
C -2.811 0.281 -0.120
C -1.641 1.035 0.321
C -1.332 1.171 1.674
C -0.212 1.875 2.066
C 0.632 2.443 1.121
C 0.343 2.290 -0.239
C -0.800 1.607 -0.625
O 1.164 2.789 -1.217
C 2.432 3.186 -0.740
C 2.286 3.973 0.561
O 1.719 3.155 1.560
N -3.555 0.705 -1.136
H -5.505 -0.858 -3.021
H -5.269 0.899 -2.863
H -6.501 0.073 -1.881
H -5.079 -2.044 -0.441
H -3.012 -1.490 2.423
H -3.172 -2.852 1.307
H -0.865 -1.095 1.614
H -1.250 -1.994 -0.728
H -0.980 -3.556 0.083
H 0.584 -0.668 -1.369
H 2.968 -0.203 -1.406
H 3.607 -3.235 1.542
H 1.168 -3.710 1.560
H -1.993 0.762 2.423
H 0.029 2.006 3.109
H -1.027 1.521 -1.676
H 2.881 3.797 -1.525
H 3.060 2.306 -0.553
H 3.257 4.296 0.937
H 1.644 4.848 0.386

For the HOMO-LUMO gap, the calculation gives 8.7931 eV. Its lowest unoccupied orbital energy is 0.76 eV. Its calculated total energy is -1501.82539 Ha. The energy above the lowest of the compared OMol25 structures with the same formula, charge and spin is 28.9 kcal/mol. The maximum force comes out at 0.0343 Eh/bohr.

[3]
The following is a quantum chemistry calculation of a molecular structure, C21H20IrN6O5S4, from OMol25.

Atoms and positions in Å:
Ir 1.137 -0.989 0.768
S 3.234 -1.458 1.624
C 4.154 -1.818 0.281
C 5.568 -1.983 0.479
N 6.692 -2.135 0.655
C 3.575 -2.003 -0.949
S 1.928 -1.834 -1.161
C 4.341 -2.416 -2.093
N 4.927 -2.790 -3.007
O 4.837 1.088 0.596
S 3.760 1.425 -0.286
O 3.922 1.175 -1.684
N 2.335 0.732 0.255
C 1.600 1.619 0.930
O 0.673 1.190 1.640
C 2.004 3.022 0.732
C 1.330 4.176 1.074
C 1.907 5.388 0.713
C 3.136 5.430 0.059
C 3.811 4.264 -0.285
C 3.207 3.072 0.053
H 0.373 4.124 1.576
H 1.396 6.313 0.941
H 3.569 6.386 -0.206
H 4.758 4.284 -0.806
N -2.099 -4.268 -1.128
C -1.214 -3.641 -0.319
O -0.790 -2.500 -0.588
C -0.800 -4.358 0.874
C -1.170 -5.697 1.120
N -1.522 -6.789 1.240
C 0.000 -3.549 1.659
N 0.605 -2.623 2.016
H -2.359 -3.833 -1.995
H -2.421 -5.198 -0.924
C -3.974 0.231 2.943
C -3.384 0.547 1.570
C -2.079 -0.209 1.364
S -1.179 0.329 -0.109
O -1.274 1.809 -0.153
C -2.326 -0.300 -1.397
C -2.750 0.814 -2.344
C -3.847 0.321 -3.283
H -4.908 0.771 3.094
H -3.284 0.522 3.737
H -4.176 -0.837 3.047
H -3.179 1.614 1.483
H -4.107 0.283 0.795
H -2.213 -1.288 1.265
H -1.394 -0.010 2.190
H -3.182 -0.740 -0.886
H -1.776 -1.080 -1.911
H -1.887 1.154 -2.920
H -3.101 1.670 -1.769
H -3.537 -0.579 -3.819
H -4.088 1.084 -4.022
H -4.759 0.085 -2.730

For the HOMO-LUMO gap (alpha / beta), the calculation gives 6.9334 / 5.6650 eV. Its lowest unoccupied orbital energy (alpha / beta) is -1.81 / -3.04 eV. Its calculated total energy is -3213.94324 Ha. The energy above the lowest of the compared OMol25 structures with the same formula, charge and spin is 45.4 kcal/mol. As for the spin multiplicity: 2. The maximum force comes out at 0.0948 Eh/bohr.

[4]
The following is a quantum chemistry calculation of C21H20N4O in the gas phase, from OMol25.

Atoms and positions in Å:
C 3.118 1.206 -0.005
C 2.029 1.730 -0.005
C 0.726 2.256 0.001
N 0.527 3.547 -0.035
C -0.746 3.993 -0.023
N -0.930 5.321 -0.061
C -2.154 5.773 -0.048
C -3.298 4.959 0.004
C -3.140 3.598 0.043
C -1.836 3.079 0.029
N -1.624 1.739 0.065
C -0.387 1.330 0.051
O -0.098 0.032 0.082
C -1.204 -0.860 0.136
C -0.638 -2.290 0.192
N -1.595 -3.364 0.115
C -2.290 -3.504 -1.166
C -3.803 -3.445 -0.884
C -3.897 -2.873 0.530
C -2.606 -3.397 1.163
C 4.390 0.600 -0.004
C 4.497 -0.792 0.054
C 5.743 -1.387 0.055
C 6.889 -0.607 -0.002
C 6.787 0.775 -0.060
C 5.547 1.382 -0.062
H -2.253 6.851 -0.080
H -4.280 5.408 0.013
H -3.977 2.916 0.084
H -1.830 -0.710 -0.751
H -1.807 -0.629 1.022
H -0.077 -2.402 1.124
H 0.068 -2.406 -0.634
H -2.015 -4.466 -1.610
H -1.985 -2.719 -1.861
H -4.330 -2.838 -1.617
H -4.226 -4.450 -0.904
H -4.787 -3.207 1.059
H -3.895 -1.782 0.504
H -2.745 -4.443 1.462
H -2.288 -2.830 2.037
H 3.598 -1.389 0.099
H 5.825 -2.463 0.100
H 7.861 -1.077 -0.001
H 7.681 1.379 -0.105
H 5.456 2.457 -0.106

For the HOMO-LUMO gap, the calculation gives 7.6825 eV. Its lowest unoccupied orbital energy is -0.65 eV. Its calculated total energy is -1106.43658 Ha. The energy above the lowest of the compared OMol25 structures with the same formula, charge and spin is 38.9 kcal/mol. The maximum force comes out at 0.0308 Eh/bohr.

[5]
The following is a quantum chemistry calculation of a molecular structure, C21H20N6O3S, from OMol25.

Atoms and positions in Å:
C 6.134 2.958 1.622
C 5.686 1.664 1.014
N 4.390 1.604 1.042
C 3.791 0.345 0.587
N 2.511 -0.218 0.401
C 2.520 -1.356 0.054
N 3.716 -1.784 -0.126
N 4.534 -0.609 -0.035
C 5.843 -0.471 -0.075
C 6.440 0.639 0.487
H 7.405 1.063 0.494
C 6.569 -1.528 -0.655
H 7.759 -1.586 -0.665
H 6.356 -1.733 -1.532
H 6.471 -2.544 -0.104
C 1.297 -2.131 -0.106
O 1.427 -3.350 -0.706
N 0.225 -1.504 0.316
C -0.955 -1.765 0.175
C -2.053 -0.966 0.887
C -3.391 -1.407 0.687
C -3.870 -2.532 0.442
C -2.798 -3.368 -0.177
C -1.522 -3.061 -0.092
H -0.718 -3.604 -0.919
H -2.999 -4.424 -0.632
H -4.786 -3.071 0.324
S -4.539 -0.098 1.354
O -5.758 -1.021 2.055
O -3.905 0.695 2.276
N -5.128 0.566 -0.106
C -4.128 1.110 -0.855
C -3.287 0.441 -1.598
C -2.274 0.868 -2.290
C -1.991 2.264 -2.041
C -2.701 3.271 -1.138
C -3.780 2.485 -0.689
H -4.401 3.076 0.439
H -2.538 4.155 -0.984
H -1.240 2.923 -2.455
H -1.571 0.337 -2.791
H -3.701 -0.562 -1.562
C -6.469 1.139 0.215
H -7.138 0.320 0.597
H -6.361 2.045 0.849
H -6.572 1.530 -0.770
H -1.676 -0.158 1.219
H 0.583 -0.681 0.671
H 6.662 3.567 0.650
H 5.139 3.653 1.934
H 6.796 2.814 2.312

For the HOMO-LUMO gap, the calculation gives 7.6184 eV. Its lowest unoccupied orbital energy is -0.81 eV. Its calculated total energy is -1764.08061 Ha. The energy above the lowest of the compared OMol25 structures with the same formula, charge and spin is 416.8 kcal/mol. The maximum force comes out at 0.3436 Eh/bohr.

[6]
The following is a quantum chemistry calculation of C21H20O4 in the gas phase, from OMol25.

Atoms and positions in Å:
C 1.774 -2.527 -4.004
O 1.819 -2.303 -2.598
C 0.727 -1.792 -1.963
C -0.597 -1.926 -2.489
C -1.739 -1.449 -1.816
C -1.567 -0.839 -0.549
C -2.445 -0.204 0.383
C -1.689 0.228 1.416
O -0.366 -0.060 1.167
C -0.276 -0.712 -0.033
C 0.860 -1.158 -0.698
C 2.224 -0.865 -0.094
C 2.743 0.408 -0.692
C 3.897 0.564 -1.450
C 4.788 -0.598 -1.880
C 4.327 1.965 -1.894
C -2.314 0.861 2.577
C -1.576 1.333 3.688
C -2.260 1.917 4.751
C -3.616 2.074 4.727
O -4.249 2.681 5.771
C -4.359 1.614 3.666
C -3.714 1.007 2.591
O -4.543 0.582 1.577
C -3.961 -0.030 0.393
H 1.285 -1.693 -4.562
H 1.238 -3.468 -4.267
H 2.807 -2.620 -4.358
H -0.755 -2.504 -3.396
H -2.719 -1.555 -2.248
H 2.890 -1.712 -0.265
H 2.204 -0.757 0.978
H 2.147 1.317 -0.568
H 4.330 -1.577 -1.783
H 5.731 -0.564 -1.309
H 5.015 -0.481 -2.959
H 4.468 1.967 -2.990
H 3.567 2.691 -1.619
H 5.315 2.232 -1.452
H -0.501 1.283 3.714
H -1.697 2.261 5.620
H -5.056 3.141 5.457
H -5.451 1.755 3.637
H -4.267 0.541 -0.511
H -4.443 -1.027 0.332

For the HOMO-LUMO gap, the calculation gives 7.9730 eV. Its lowest unoccupied orbital energy is 0.70 eV. Its calculated total energy is -1113.13730 Ha. The energy above the lowest of the compared OMol25 structures with the same formula, charge and spin is 0.0 kcal/mol. The maximum force comes out at 0.0655 Eh/bohr.

[7]
The following is a quantum chemistry calculation of a molecular structure, C21H21BCl52InO, from OMol25.

Atoms and positions in Å:
C 1.724 0.777 3.587
C 0.380 1.339 3.089
C 0.639 2.321 1.925
C -0.467 2.291 0.867
C -0.324 3.407 -0.164
C 0.643 3.089 -1.317
In 2.845 3.416 -0.960
B 3.065 5.633 -0.354
O 4.299 6.104 0.126
C 1.862 6.670 -0.408
C 1.392 7.015 1.036
H 2.520 1.505 3.442
H 1.708 0.547 4.655
H 1.994 -0.130 3.051
H -0.163 1.806 3.904
H -0.168 0.502 2.660
H 1.549 1.972 1.443
H 0.774 3.335 2.298
H -1.418 2.438 1.396
H -0.504 1.315 0.390
H -1.313 3.605 -0.596
H -0.021 4.325 0.346
H 0.422 2.104 -1.737
H 0.402 3.795 -2.119
H 3.806 2.982 -2.415
H 3.511 2.431 0.383
H 4.141 6.519 0.988
H 2.188 7.569 -0.927
H 1.028 6.218 -0.937
H 0.309 6.945 1.097
H 1.821 6.326 1.766
H 1.662 8.030 1.326
C -2.328 1.735 6.417
Cl -1.042 0.599 6.839
Cl -2.704 1.577 4.705
Cl -3.769 1.377 7.382
Cl -1.789 3.382 6.753
C -0.667 -2.162 1.014
Cl 0.775 -1.289 0.520
Cl -0.272 -3.218 2.384
Cl -1.927 -1.027 1.497
Cl -1.252 -3.167 -0.316
C -1.583 -7.482 -0.418
Cl -1.111 -6.113 0.575
Cl -0.531 -8.855 -0.054
Cl -3.266 -7.908 -0.078
Cl -1.420 -7.047 -2.125
C -5.630 -4.333 -1.607
Cl -6.790 -3.079 -2.057
Cl -6.185 -5.147 -0.139
Cl -5.498 -5.513 -2.917
Cl -4.052 -3.605 -1.309
C 3.072 -7.629 2.095
Cl 1.969 -9.007 1.988
Cl 4.145 -7.634 0.693
Cl 2.151 -6.128 2.127
Cl 4.032 -7.763 3.575
C 2.827 11.275 -0.510
Cl 3.728 12.447 0.467
Cl 3.679 9.739 -0.538
Cl 1.222 11.047 0.193
Cl 2.665 11.896 -2.158
C 7.892 5.449 0.709
Cl 9.415 5.384 1.622
Cl 6.708 4.390 1.458
Cl 7.299 7.114 0.692
Cl 8.187 4.922 -0.950
C -3.522 -12.039 0.997
Cl -3.069 -10.674 2.016
Cl -2.493 -13.427 1.372
Cl -5.212 -12.464 1.299
Cl -3.318 -11.599 -0.698
C 0.485 -2.047 -4.014
Cl 0.976 -0.621 -3.116
Cl 1.572 -3.395 -3.654
Cl -1.167 -2.502 -3.571
Cl 0.538 -1.699 -5.752
C -2.302 -5.111 5.671
Cl -2.076 -5.916 7.229
Cl -3.962 -5.354 5.119
Cl -1.986 -3.384 5.846
Cl -1.186 -5.796 4.487
C -0.644 14.279 -1.734
Cl -1.047 12.639 -2.236
Cl -2.130 15.233 -1.613
Cl 0.161 14.254 -0.162
Cl 0.428 15.018 -2.929
C 0.156 -2.194 -10.385
Cl 0.224 -3.943 -10.631
Cl -1.466 -1.610 -10.769
Cl 0.533 -1.823 -8.702
Cl 1.330 -1.407 -11.445
C -5.819 -12.921 -3.723
Cl -5.635 -13.741 -2.172
Cl -7.473 -13.133 -4.308
Cl -5.482 -11.198 -3.532
Cl -4.689 -13.613 -4.892

For the HOMO-LUMO gap, the calculation gives 4.9651 eV. Its lowest unoccupied orbital energy is 1.04 eV. Its calculated total energy is -25032.78891 Ha. As for the total charge: -1. The maximum force comes out at 0.0249 Eh/bohr.

[8]
The following is a quantum chemistry calculation of a molecular structure, C21H21Br4CeI2N5O7P, from OMol25.

Atoms and positions in Å:
Ce 0.055 0.227 0.039
Br -3.601 6.632 -1.449
C -2.425 5.250 -0.852
C -1.322 5.689 -0.055
Br -1.089 7.497 0.370
C -0.493 4.682 0.450
Br 0.778 5.054 1.800
C -0.602 3.318 0.094
O 0.194 2.430 0.495
C -1.727 2.912 -0.726
O -1.868 1.638 -0.966
C -2.589 3.938 -1.240
Br -4.229 3.334 -2.039
I 2.402 -4.862 0.907
C 2.038 -3.383 2.300
C 2.518 -3.560 3.584
C 2.213 -2.589 4.533
I 2.608 -3.250 6.559
C 1.634 -1.368 4.173
C 1.493 -0.203 4.984
C 0.822 0.925 4.600
C 0.262 0.950 3.336
N 0.334 -0.118 2.513
C 1.083 -1.197 2.861
C 1.394 -2.185 1.907
O 0.920 -1.964 0.721
H 3.057 -4.438 3.920
H 1.980 -0.186 5.964
H 0.856 1.839 5.148
H -0.140 1.916 2.967
C 2.092 1.240 -4.043
C 1.853 0.532 -2.710
N 0.570 0.239 -2.375
O -0.367 0.446 -3.446
C 2.862 0.472 -1.716
C 4.400 0.522 -1.848
N 2.384 0.321 -0.454
O 3.201 0.206 0.505
H 1.653 0.587 -4.844
H 3.142 1.439 -4.216
H 1.506 2.158 -4.042
H -1.126 0.685 -2.939
H 4.699 0.893 -2.832
H 4.834 -0.478 -1.627
H 4.860 1.129 -1.080
N -3.919 -0.121 -1.672
C -3.435 -1.459 -2.183
P -2.745 -2.258 -0.722
O -3.785 -2.718 0.216
O -1.692 -1.264 -0.183
C -1.829 -3.720 -1.276
N -0.879 -4.195 -0.200
H -3.112 0.478 -1.325
H -4.541 -0.315 -0.851
H -4.474 0.442 -2.329
H -2.697 -1.247 -2.958
H -4.332 -1.996 -2.442
H -1.148 -3.540 -2.135
H -2.519 -4.526 -1.513
H -0.439 -5.069 -0.426
H -1.385 -4.370 0.665
H -0.192 -3.442 0.103

For the HOMO-LUMO gap (alpha / beta), the calculation gives 5.2821 / 5.2938 eV. Its lowest unoccupied orbital energy (alpha / beta) is -4.47 / -4.46 eV. Its calculated total energy is -13321.06633 Ha. As for the total charge: +1. The energy above the lowest of the compared OMol25 structures with the same formula, charge and spin is 14.3 kcal/mol. The maximum force comes out at 0.0974 Eh/bohr.